# 1
The following is a quantum chemistry calculation of a 2-piece molecular cluster, C12H19OS overall, from the OMol25 dataset.

E = -941.760796 Eh
LUMO level = -3.76 eV
HOMO-LUMO gap = 8.53 eV
HOMO energy = -12.29 eV

Geometry as ORCA input:
```
! RIJCOSX wB97M-V def2-TZVPD def2/J DEFGRID3
* xyz 1 1
C -2.28 -2.58 -2.09
C -1.56 -2.38 -0.77
C -0.65 -1.36 -0.62
C -0.01 -1.18 0.58
C -0.26 -2.02 1.63
C 0.37 -1.89 3.00
S 2.06 -1.23 3.00
C -1.15 -3.05 1.46
C -1.81 -3.24 0.28
H -2.43 -3.64 -2.28
H -3.26 -2.08 -2.06
H -1.69 -2.15 -2.90
H -0.47 -0.68 -1.44
H 0.69 -0.35 0.68
H 0.41 -2.87 3.48
H -0.24 -1.22 3.62
H 2.80 -1.83 2.04
H 2.06 0.11 2.86
H -1.37 -3.74 2.27
H -2.54 -4.04 0.17
C 1.00 4.21 -0.69
C 0.50 3.51 -1.95
C 1.06 2.10 -1.77
O 1.12 1.86 -0.35
C 0.90 3.10 0.35
H 0.42 5.09 -0.42
H 2.04 4.51 -0.82
H -0.60 3.48 -1.94
H 0.82 3.98 -2.87
H 2.07 2.03 -2.17
H 0.44 1.34 -2.24
H -0.09 3.06 0.80
H 1.64 3.20 1.14
*
```

***

# 2
The following is a quantum chemistry calculation of one molecule with the formula C17H27ClN2O3S2, from the OMol25 dataset.

E = -2255.786153 Eh
LUMO level = 0.54 eV
structure (SMILES) = CCS[C@H](C)C(=O)N(C)CCOCCN(C)C(=O)c1c(C)csc1Cl
HOMO-LUMO gap = 9.28 eV
HOMO energy = -8.74 eV
energy relative to the best compared isomer or geometry (same formula, charge and spin) = 17.1 kJ/mol

Geometry as ORCA input:
```
! RIJCOSX wB97M-V def2-TZVPD def2/J DEFGRID3
* xyz 0 1
C -0.52 -0.46 -3.17
C -1.77 0.09 -2.48
S -1.53 1.85 -2.11
C -3.00 2.16 -1.08
C -4.28 2.18 -1.89
C -2.80 3.50 -0.37
O -3.40 4.49 -0.75
N -1.98 3.55 0.72
C -1.87 4.82 1.41
C -1.11 2.48 1.18
C 0.36 2.82 0.99
O 1.22 1.76 1.37
C 1.23 0.68 0.45
C 0.35 -0.50 0.90
N 1.12 -1.67 1.28
C 1.71 -1.63 2.61
C 1.36 -2.60 0.33
O 1.00 -2.47 -0.83
C 2.09 -3.84 0.74
C 3.30 -4.26 0.09
C 4.00 -3.46 -0.96
C 3.73 -5.47 0.56
S 2.68 -6.13 1.75
C 1.66 -4.76 1.64
Cl 0.24 -4.67 2.60
H -0.67 -1.51 -3.43
H -0.31 0.10 -4.08
H 0.34 -0.41 -2.51
H -2.64 -0.03 -3.12
H -1.96 -0.45 -1.55
H -3.05 1.36 -0.34
H -5.14 2.36 -1.24
H -4.25 2.98 -2.63
H -4.43 1.23 -2.40
H -2.83 5.33 1.40
H -1.57 4.64 2.45
H -1.14 5.49 0.95
H -1.31 2.28 2.24
H -1.33 1.57 0.63
H 0.53 3.10 -0.06
H 0.64 3.67 1.62
H 0.91 1.03 -0.54
H 2.26 0.34 0.37
H -0.24 -0.19 1.76
H -0.33 -0.80 0.10
H 2.43 -2.43 2.73
H 2.23 -0.68 2.74
H 0.94 -1.72 3.38
H 4.26 -2.47 -0.59
H 4.91 -3.95 -1.28
H 3.35 -3.32 -1.82
H 4.61 -6.01 0.26
*
```

***

# 3
The following is a quantum chemistry calculation of one molecule with the formula C23H19Cl2N3O5S, from the OMol25 dataset.

E = -2746.917482 Eh
LUMO level = -0.34 eV
structure (SMILES) = O=C(CN(Cc1ccccc1Cl)S(=O)(=O)c1ccc(Cl)cc1)N/N=C/c1ccc(C(=O)O)cc1
HOMO-LUMO gap = 8.45 eV
HOMO energy = -8.79 eV
energy relative to the best compared isomer or geometry (same formula, charge and spin) = 121.7 kJ/mol

Geometry as ORCA input:
```
! RIJCOSX wB97M-V def2-TZVPD def2/J DEFGRID3
* xyz 0 1
O -0.27 -3.00 1.81
C 0.10 -2.80 0.69
C 1.45 -3.26 0.13
N 2.29 -2.10 -0.12
C 3.43 -1.81 0.73
C 3.24 -0.48 1.42
C 2.06 -0.22 2.11
C 1.83 1.00 2.71
C 2.79 2.00 2.64
C 3.98 1.76 1.98
C 4.20 0.53 1.38
Cl 5.71 0.28 0.57
S 2.50 -1.62 -1.71
O 1.26 -1.92 -2.37
O 3.70 -2.14 -2.28
C 2.65 0.15 -1.51
C 3.80 0.78 -1.94
C 3.95 2.14 -1.73
C 2.94 2.84 -1.09
Cl 3.13 4.52 -0.78
C 1.77 2.21 -0.68
C 1.63 0.85 -0.90
N -0.60 -2.09 -0.25
N -1.80 -1.55 0.03
C -2.43 -0.93 -0.88
C -3.73 -0.36 -0.62
C -4.43 0.31 -1.63
C -5.68 0.84 -1.38
C -6.26 0.71 -0.12
C -7.60 1.25 0.18
O -8.14 1.19 1.25
O -8.19 1.84 -0.88
C -5.56 0.05 0.89
C -4.32 -0.48 0.65
H 1.30 -3.80 -0.80
H 1.92 -3.92 0.86
H 4.33 -1.81 0.12
H 3.53 -2.60 1.49
H 1.32 -1.00 2.18
H 0.91 1.17 3.24
H 2.62 2.96 3.10
H 4.74 2.52 1.93
H 4.57 0.20 -2.42
H 4.85 2.65 -2.05
H 0.99 2.77 -0.19
H 0.74 0.33 -0.58
H -0.19 -1.99 -1.19
H -2.02 -0.81 -1.89
H -3.98 0.41 -2.60
H -6.22 1.35 -2.17
H -9.06 2.17 -0.62
H -6.03 -0.04 1.86
H -3.77 -1.00 1.42
*
```

***

# 4
The following is a quantum chemistry calculation of a 2-piece molecular cluster, C6H10N overall, from the OMol25 dataset.

E = -288.817784 Eh
LUMO level (alpha / beta) = -6.67 / -7.22 eV
HOMO-LUMO gap (alpha / beta) = 7.74 / 7.79 eV
HOMO energy (alpha / beta) = -14.41 / -15.01 eV
energy relative to the best compared isomer or geometry (same formula, charge and spin) = 696.2 kJ/mol

Geometry as ORCA input:
```
! RIJCOSX wB97M-V def2-TZVPD def2/J DEFGRID3
* xyz 1 1
C 2.39 -1.42 -1.56
C 1.43 -0.98 -1.02
C -0.13 -0.69 2.27
C -0.72 -0.60 1.02
C -1.33 0.11 -1.11
C 0.21 1.45 0.14
N -0.48 0.24 0.01
H 3.24 -1.29 -2.19
H -0.30 -1.39 3.03
H 0.29 0.23 2.65
H -1.34 -1.44 0.64
H -1.45 -0.97 -1.39
H -2.21 0.70 -1.01
H -0.86 0.61 -2.06
H 1.03 1.17 0.72
H 0.59 1.99 -0.84
H -0.39 2.27 0.70
*
```

***

# 5
The following is a quantum chemistry calculation of one molecule with the formula C4H5NOS, from the OMol25 dataset.

E = -683.450756 Eh
LUMO level = -0.19 eV
structure (SMILES) = Cn1ccc(=S)o1
HOMO-LUMO gap = 8.28 eV
HOMO energy = -8.47 eV
energy relative to the best compared isomer or geometry (same formula, charge and spin) = 412.6 kJ/mol

Geometry as ORCA input:
```
! RIJCOSX wB97M-V def2-TZVPD def2/J DEFGRID3
* xyz 0 1
C -1.22 0.01 -1.27
N 0.04 0.34 -0.68
C 0.76 -0.75 -0.15
C 1.09 -0.52 1.20
C 0.51 0.81 1.60
S 0.46 1.92 2.85
O -0.19 1.11 0.35
H -2.02 0.97 -1.35
H -0.98 -0.34 -2.30
H -1.60 -0.97 -0.80
H 1.01 -1.46 -0.95
H 2.12 -1.11 1.51
*
```

***

# 6
The following is a quantum chemistry calculation of one molecule with the formula C3H8N2O, from the OMol25 dataset.

E = -303.844547 Eh
LUMO level = 0.92 eV
structure (SMILES) = NCCNC=O
HOMO-LUMO gap = 10.45 eV
HOMO energy = -9.53 eV
energy relative to the best compared isomer or geometry (same formula, charge and spin) = 124.9 kJ/mol

Geometry as ORCA input:
```
! RIJCOSX wB97M-V def2-TZVPD def2/J DEFGRID3
* xyz 0 1
N 0.87 0.97 2.44
C 0.06 0.61 1.28
C 0.80 -0.42 0.49
N 0.11 -0.95 -0.74
C -0.55 -0.07 -1.61
O -1.44 -0.37 -2.34
H 1.61 1.63 2.25
H 0.36 1.44 3.18
H -0.90 0.25 1.65
H -0.18 1.40 0.54
H 1.01 -1.28 1.11
H 1.64 0.07 -0.03
H -0.27 -1.88 -0.78
H -0.13 0.97 -1.53
*
```

***

# 7
The following is a quantum chemistry calculation of a 9-piece molecular cluster, C15H44BCl2F4O14 overall, from the OMol25 dataset.

E = -2996.131942 Eh
LUMO level = 2.35 eV
HOMO-LUMO gap = 9.64 eV
HOMO energy = -7.29 eV
energy relative to the best compared isomer or geometry (same formula, charge and spin) = 194.2 kJ/mol

Geometry as ORCA input:
```
! RIJCOSX wB97M-V def2-TZVPD def2/J DEFGRID3
* xyz -1 1
B -0.22 -0.40 -0.46
F 0.05 -1.64 -0.04
F -0.14 0.43 0.58
F 0.61 0.02 -1.44
F -1.51 -0.40 -0.97
C -2.32 3.72 -0.67
C -3.15 2.44 -0.42
O -2.68 1.66 0.64
O -2.58 4.48 0.44
H -2.60 4.38 -1.49
H -1.25 3.50 -0.76
H -3.07 1.89 -1.36
H -4.19 2.77 -0.45
H -2.28 0.81 0.42
H -2.45 3.92 1.22
C -0.86 1.04 -4.20
C 0.51 0.80 -4.89
O 0.73 1.74 -5.86
O -1.32 -0.21 -3.62
H -1.63 1.35 -4.91
H -0.80 1.94 -3.58
H 0.58 -0.21 -5.29
H 1.23 0.90 -4.07
H 0.67 1.26 -6.69
H -0.86 -0.47 -2.81
C 1.27 -4.31 1.80
C 2.32 -3.65 2.82
O 3.41 -4.49 3.08
O 0.04 -3.77 1.70
H 1.01 -5.31 2.16
H 1.65 -4.29 0.78
H 1.89 -3.58 3.82
H 2.62 -2.62 2.64
H 4.11 -4.30 2.45
H 0.00 -3.19 0.93
C -3.58 -3.39 0.11
C -3.02 -3.90 -1.23
O -1.69 -3.36 -1.26
O -2.94 -3.86 1.25
H -4.60 -3.78 0.12
H -3.69 -2.30 0.15
H -3.69 -3.52 -2.00
H -3.08 -4.99 -1.25
H -1.72 -2.42 -1.42
H -2.00 -3.70 1.18
C -0.96 1.63 3.49
C -1.25 1.73 5.01
O -0.26 2.50 5.65
O -1.49 2.78 2.78
H -1.53 0.73 3.24
H 0.10 1.58 3.27
H -1.27 0.70 5.35
H -2.25 2.16 5.12
H -0.45 3.43 5.51
H -1.84 2.42 1.96
C 1.04 4.70 1.35
C 1.39 3.20 0.85
O 2.07 3.28 -0.31
O 2.14 5.31 1.79
H 0.32 4.80 2.16
H 0.57 5.31 0.58
H 0.43 2.75 0.61
H 1.74 2.50 1.61
H 2.17 2.37 -0.62
H 2.90 4.91 1.36
C 3.41 -0.57 0.71
C 3.75 0.57 -0.17
O 3.09 0.47 -1.42
O 3.62 -1.84 0.17
H 2.49 -0.37 1.25
H 4.07 -0.49 1.58
H 4.81 0.55 -0.44
H 3.62 1.58 0.22
H 2.14 0.36 -1.33
H 2.99 -1.94 -0.55
C 0.60 -3.65 -3.55
Cl 1.54 -2.54 -2.61
Cl 1.36 -4.12 -5.09
H 0.55 -4.56 -2.94
H -0.40 -3.26 -3.75
*
```

***

# 8
The following is a quantum chemistry calculation of C20H34BrClN3O4Tl as an isolated structure, from the OMol25 dataset.

E = -4454.309025 Eh
LUMO level (alpha / beta) = -0.20 / -0.20 eV
HOMO-LUMO gap (alpha / beta) = 6.81 / 6.55 eV
HOMO energy (alpha / beta) = -7.02 / -6.75 eV

Geometry as ORCA input:
```
! RIJCOSX wB97M-V def2-TZVPD def2/J DEFGRID3
* xyz 0 1
O 2.38 -3.07 -1.28
C 3.50 -2.74 -0.88
C 3.87 -2.78 0.55
C 2.84 -2.91 1.51
H 1.80 -2.72 1.23
C 3.14 -3.34 2.81
H 2.33 -3.44 3.54
C 4.48 -3.62 3.13
H 4.70 -4.10 4.09
C 5.51 -3.27 2.24
H 6.55 -3.36 2.57
C 5.20 -2.86 0.96
H 5.97 -2.66 0.21
H 4.27 -2.33 -1.58
C 3.04 1.82 -1.02
C 2.38 1.84 0.34
H 4.14 1.92 -0.89
H 2.66 2.63 -1.68
H 2.85 0.86 -1.53
C 2.92 1.59 1.55
C 3.63 2.48 2.54
H 2.81 0.55 1.89
H 4.57 2.00 2.87
H 3.03 2.65 3.45
H 3.86 3.44 2.07
Tl 0.34 1.27 0.26
Cl -0.32 3.42 1.52
C -2.65 1.81 1.04
O -2.22 1.19 0.04
N -3.69 2.66 1.05
C -4.39 2.98 -0.18
C -4.04 3.42 2.24
H -2.15 1.72 2.01
H -3.97 2.36 -0.98
H -4.27 4.04 -0.43
H -5.46 2.77 -0.06
H -3.36 3.11 3.05
H -5.08 3.21 2.54
H -3.93 4.50 2.08
H -0.27 -5.58 0.12
H -2.50 -4.16 0.61
C 0.23 -4.65 0.45
C -1.82 -3.32 0.85
N -0.58 -3.49 0.13
H 1.20 -4.56 -0.04
C -0.34 -2.72 -0.96
O -0.83 -1.62 -1.18
H -2.28 -2.37 0.58
H 0.37 -3.20 -1.66
H 0.36 -4.70 1.54
H -1.61 -3.35 1.93
H -0.68 1.87 -5.43
H -0.16 -0.66 -5.76
C 0.20 1.90 -4.77
C 0.67 -0.54 -5.04
N 0.41 0.59 -4.17
H 0.07 2.67 -4.00
C 0.28 0.38 -2.85
O -0.21 1.22 -2.06
H 0.75 -1.44 -4.42
H 0.64 -0.61 -2.52
H 1.07 2.15 -5.40
H 1.61 -0.40 -5.60
Br 0.07 -0.62 2.08
*
```

***

# 9
The following is a quantum chemistry calculation of C40H35FN3O6Rh as an isolated structure, from the OMol25 dataset.

E = -2371.487775 Eh
LUMO level (alpha / beta) = 4.40 / 4.40 eV
HOMO-LUMO gap (alpha / beta) = 6.02 / 6.05 eV
⟨S²⟩ = 6.0106
HOMO energy (alpha / beta) = -1.62 / -1.66 eV
energy relative to the best compared isomer or geometry (same formula, charge and spin) = 0.0 kJ/mol

Geometry as ORCA input:
```
! RIJCOSX wB97M-V def2-TZVPD def2/J DEFGRID3
* xyz -2 5
Rh -0.94 -0.16 -0.33
O -5.54 0.00 1.02
C -4.38 0.07 0.72
O -3.32 0.61 0.88
C -3.98 -1.43 -0.74
O -4.98 -2.03 -1.00
O -2.80 -1.36 -1.01
C -2.15 -0.79 3.71
C -1.30 -1.97 3.22
C -1.89 -2.61 1.97
C 0.19 -1.72 3.01
C 1.05 -2.62 3.64
C 2.42 -2.57 3.46
C 2.94 -1.62 2.60
C 2.13 -0.70 1.95
C 2.75 0.29 0.98
C 3.09 1.62 1.65
C 4.00 -0.26 0.29
C 0.73 -0.72 2.18
N -0.08 0.29 1.58
C -0.27 1.39 2.38
C 0.22 1.51 3.70
C 0.03 2.64 4.48
C -0.67 3.73 4.00
C -1.16 3.66 2.70
C -0.96 2.54 1.93
F -1.44 2.57 0.68
H -3.15 -1.17 3.97
H -2.28 -0.04 2.94
H -1.72 -0.32 4.59
H -1.35 -2.72 4.02
H -1.71 -2.00 1.09
H -2.97 -2.75 2.06
H -1.42 -3.58 1.76
H 0.62 -3.38 4.29
H 3.06 -3.28 3.96
H 4.01 -1.61 2.41
H 2.02 0.48 0.20
H 3.77 1.46 2.50
H 2.21 2.13 2.03
H 3.59 2.28 0.94
H 4.87 -0.28 0.96
H 4.24 0.38 -0.56
H 3.84 -1.27 -0.10
H 0.77 0.67 4.12
H 0.43 2.65 5.49
H -0.82 4.62 4.60
H -1.70 4.49 2.25
O 1.97 -0.21 -2.09
C 1.54 -1.33 -1.90
N 0.42 -1.69 -1.19
C 0.28 -3.06 -1.24
O -0.60 -3.74 -0.75
C 1.43 -3.64 -2.03
C 1.76 -4.94 -2.35
C 2.92 -5.14 -3.10
C 3.71 -4.06 -3.50
C 3.36 -2.75 -3.17
C 2.21 -2.57 -2.43
H 1.14 -5.76 -2.03
H 3.22 -6.14 -3.38
H 4.61 -4.25 -4.08
H 3.96 -1.90 -3.47
C -4.80 1.39 -3.91
C -4.40 2.44 -3.09
C -3.17 2.40 -2.45
C -2.30 1.32 -2.61
C -2.71 0.27 -3.44
C -3.95 0.30 -4.07
N -1.08 1.27 -1.93
C -0.17 2.26 -2.20
C -0.19 3.01 -3.40
C 0.76 3.99 -3.65
C 1.76 4.28 -2.73
C 1.78 3.56 -1.54
C 0.84 2.59 -1.27
H -5.77 1.40 -4.39
H -5.06 3.28 -2.93
H -2.87 3.21 -1.79
H -2.05 -0.58 -3.55
H -4.25 -0.54 -4.69
H -0.94 2.79 -4.14
H 0.71 4.53 -4.60
H 2.49 5.05 -2.93
H 2.54 3.78 -0.80
H 0.87 2.06 -0.33
*
```

***

# 10
The following is a quantum chemistry calculation of C11H11N3Zn as an isolated structure, from the OMol25 dataset.

E = -2368.608150 Eh
LUMO level = -11.20 eV
HOMO-LUMO gap = 5.01 eV
HOMO energy = -16.22 eV

Geometry as ORCA input:
```
! RIJCOSX wB97M-V def2-TZVPD def2/J DEFGRID3
* xyz 2 1
C 3.42 0.17 1.69
C 2.69 0.47 0.45
C 3.07 -0.24 -0.79
N 1.70 1.35 0.42
C 0.42 0.93 0.04
C -0.38 1.88 -0.69
N -1.65 1.65 -1.05
C -2.12 0.47 -0.71
C -3.45 0.12 -1.10
C -3.97 -1.07 -0.73
C -3.21 -1.98 0.04
C -1.92 -1.69 0.40
C -1.34 -0.48 0.05
N -0.06 -0.22 0.44
H 4.35 0.74 1.76
H 3.71 -0.88 1.64
H 2.79 0.31 2.56
H 3.89 -0.91 -0.60
H 2.23 -0.85 -1.12
H 3.38 0.47 -1.55
H 0.09 2.81 -1.02
H -4.01 0.82 -1.68
H -4.98 -1.33 -1.02
H -3.63 -2.92 0.36
H -1.35 -2.39 0.99
Zn 0.33 2.74 1.21
*
```

***

# 11
The following is a quantum chemistry calculation of a 2-piece molecular cluster, CH4S3Si overall, from the OMol25 dataset.

E = -1524.523041 Eh
LUMO level = 0.01 eV
HOMO-LUMO gap = 9.32 eV
HOMO energy = -9.31 eV
energy relative to the best compared isomer or geometry (same formula, charge and spin) = 21.4 kJ/mol

Geometry as ORCA input:
```
! RIJCOSX wB97M-V def2-TZVPD def2/J DEFGRID3
* xyz 0 1
C -3.00 -0.18 -0.53
Si 1.75 0.32 -0.17
S -2.48 1.21 -0.18
S -3.42 -1.64 -0.89
S 0.48 -0.05 1.60
H 2.44 -0.94 -0.06
H 0.94 1.04 -1.22
H 2.73 1.54 0.09
H 0.55 -1.29 1.35
*
```